(one)
C3H6Si | ωB97M-V with the def2-TZVPD basis set

E_HOMO (eV): -7.36
LUMO energy (eV): -0.3
Kohn-Sham gap (eV): 7.02
SMILES: C=C=C[SiH3]

```
! RIJCOSX wB97M-V def2-TZVPD def2/J DEFGRID3
* xyz 0 1
C 2.34 -0.20 0.02
C 1.07 -0.08 -0.20
C -0.12 0.13 -0.64
Si -1.96 -0.18 -0.07
H 2.90 -1.11 0.16
H 3.13 0.52 0.28
H -0.22 1.21 -0.24
H -2.35 1.16 0.30
H -1.84 -0.80 1.25
H -2.94 -0.66 -0.86
*
```



(two)
C3H6Si | ωB97M-V with the def2-TZVPD basis set

E_HOMO (eV): -8.98
LUMO energy (eV): 1.0
Kohn-Sham gap (eV): 9.98

```
! RIJCOSX wB97M-V def2-TZVPD def2/J DEFGRID3
* xyz 0 1
C 0.25 1.80 0.51
C -0.77 1.33 1.13
C 0.16 0.24 0.57
Si -0.01 -1.03 -0.83
H 0.76 2.55 -0.12
H -1.73 1.66 1.42
H 1.09 -0.42 1.45
H 1.41 -1.68 -0.53
H 0.20 -0.10 -2.08
H -0.94 -2.12 -0.96
*
```



(three)
C3H6Si | ωB97M-V with the def2-TZVPD basis set

E_HOMO (alpha / beta) (eV): -8.51 / -9.65
LUMO energy (alpha / beta) (eV): 0.6 / -0.8
Kohn-Sham gap (alpha / beta) (eV): 9.07 / 8.89

```
! RIJCOSX wB97M-V def2-TZVPD def2/J DEFGRID3
* xyz 0 1
C 0.35 1.33 -0.23
C -0.01 0.10 -0.18
C 1.57 0.64 0.01
Si -1.15 -1.37 -0.03
H -1.25 3.77 0.37
H 2.34 0.28 -0.83
H 2.10 0.60 0.95
H -1.75 -1.28 -1.27
H -1.98 -1.61 1.13
H -0.22 -2.45 0.10
*
```



Relative energies, eV: (one) 0.453; (two) 0.000; (three) 3.365.



(one)
C4H7N3O2S | ωB97M-V with the def2-TZVPD basis set

E_HOMO (alpha / beta) (eV): -9.33 / -7.58
LUMO energy (alpha / beta) (eV): -0.3 / -2.9
Kohn-Sham gap (alpha / beta) (eV): 9.01 / 4.71

```
! RIJCOSX wB97M-V def2-TZVPD def2/J DEFGRID3
* xyz 0 1
C -0.24 1.64 1.25
C 1.24 2.32 -0.14
C -1.17 1.66 2.40
C 0.38 -2.39 -0.56
N -0.09 0.69 0.38
N 0.84 1.11 -0.52
N 1.26 -1.53 -2.85
O -1.22 -1.05 -2.30
O 0.57 2.68 0.97
S 0.16 -1.12 -1.86
H -0.64 1.92 3.31
H -1.95 2.41 2.23
H -1.63 0.68 2.50
H -0.07 -3.31 -0.93
H 1.44 -2.49 -0.41
H -0.13 -2.04 0.34
H 1.23 -1.18 -3.80
*
```



(two)
C4H7N3O2S | ωB97M-V with the def2-TZVPD basis set

E_HOMO (eV): -9.28
LUMO energy (eV): -0.2
Kohn-Sham gap (eV): 9.10
SMILES: CN1NC(=O)C(=O)CN1S

```
! RIJCOSX wB97M-V def2-TZVPD def2/J DEFGRID3
* xyz 0 1
C -0.59 -1.70 0.79
N -0.28 -1.05 -0.47
N 1.00 -0.85 -0.88
C 1.81 0.11 -0.27
O 2.92 0.37 -0.63
C 1.12 0.99 0.75
O 1.73 1.32 1.72
C -0.39 1.34 0.51
N -0.98 0.50 -0.51
S -1.34 0.98 -2.02
H -1.44 -2.28 0.58
H 0.23 -2.26 1.01
H -0.75 -0.96 1.54
H 1.06 -1.18 -1.83
H -0.83 1.33 1.51
H -0.50 2.42 0.14
H -2.77 0.92 -1.92
*
```



Relative energies, eV: (one) 2.422; (two) 0.000.



(one)
C6H13N | ωB97M-V with the def2-TZVPD basis set

<S²>: 0.755
E_HOMO (alpha / beta) (eV): -13.44 / -13.07
LUMO energy (alpha / beta) (eV): -4.6 / -8.3
Kohn-Sham gap (alpha / beta) (eV): 8.79 / 4.80

```
! RIJCOSX wB97M-V def2-TZVPD def2/J DEFGRID3
* xyz 1 2
C 2.12 -0.03 1.43
C 1.01 0.45 0.50
C 0.16 -0.74 0.04
C -1.25 -0.42 -0.30
C -2.02 0.30 0.62
C -1.83 -0.92 -1.57
N 1.51 1.22 -0.62
H 2.66 -0.89 1.03
H 1.73 -0.29 2.41
H 2.85 0.76 1.58
H 0.37 1.10 1.14
H 0.06 -1.39 0.91
H 0.61 -1.31 -0.77
H -1.64 0.33 1.64
H -2.95 0.82 0.49
H -1.11 -0.65 -2.35
H -1.92 -2.01 -1.60
H -2.78 -0.44 -1.78
H 1.49 2.22 -0.50
H 1.17 0.92 -1.52
*
```



(two)
C6H13N | ωB97M-V with the def2-TZVPD basis set

<S²>: 0.757
E_HOMO (alpha / beta) (eV): -14.95 / -13.40
LUMO energy (alpha / beta) (eV): -3.2 / -9.1
Kohn-Sham gap (alpha / beta) (eV): 11.75 / 4.28

```
! RIJCOSX wB97M-V def2-TZVPD def2/J DEFGRID3
* xyz 1 2
C -1.48 1.87 -1.04
C -0.60 0.55 -0.97
C -0.22 0.22 0.46
C 1.03 -0.60 0.94
C 1.49 -1.50 0.15
C 1.41 -0.24 2.38
N -1.33 -0.47 -1.79
H -1.25 2.21 -2.19
H -2.53 1.50 -0.87
H -1.12 2.77 -0.70
H 0.32 0.90 -1.44
H -0.48 0.98 1.22
H -1.09 -0.48 0.98
H 1.05 -1.78 -0.68
H 2.43 -2.14 0.41
H 0.53 -0.53 2.87
H 1.70 0.82 2.51
H 2.23 -0.85 2.89
H -1.44 -1.37 -1.35
H -0.83 -0.50 -2.60
*
```



Relative energies, eV: (one) 0.000; (two) 2.716.



(one)
C16H16ClIrN5O5Se | ωB97M-V with the def2-TZVPD basis set

<S²>: 0.761
E_HOMO (alpha / beta) (eV): -7.76 / -7.98
LUMO energy (alpha / beta) (eV): -0.7 / -1.3
Kohn-Sham gap (alpha / beta) (eV): 7.10 / 6.72

```
! RIJCOSX wB97M-V def2-TZVPD def2/J DEFGRID3
* xyz 0 2
Ir 0.41 0.20 -0.21
O 3.61 2.84 -0.88
C 2.75 1.98 -1.02
N 1.67 1.82 -0.25
C 1.61 2.70 0.87
C 0.23 2.67 1.39
C -0.18 3.48 2.44
C -1.47 3.40 2.89
C -2.35 2.53 2.25
C -1.87 1.75 1.23
N -0.59 1.79 0.80
C 2.79 1.01 -2.15
C 3.87 0.98 -3.01
C 3.90 0.00 -3.99
C 2.83 -0.88 -4.08
C 1.78 -0.76 -3.19
N 1.77 0.17 -2.22
H 1.89 3.72 0.57
H 2.31 2.41 1.67
H 0.53 4.16 2.89
H -1.81 4.01 3.73
H -3.38 2.45 2.55
H -2.52 1.06 0.72
H 4.67 1.70 -2.87
H 4.74 -0.09 -4.66
H 2.80 -1.65 -4.83
H 0.94 -1.43 -3.22
Cl 1.30 -0.28 1.90
O -0.39 -2.70 1.27
Se 0.13 -3.22 -0.35
O 1.23 -4.34 -0.07
O 0.75 -1.80 -0.99
O -1.22 -3.65 -1.12
C -3.19 -3.34 2.14
N -2.74 -2.34 1.20
C -3.33 -1.94 0.07
C -2.48 -1.03 -0.56
N -1.38 -0.84 0.15
C -1.41 -1.74 1.29
H -4.21 -3.63 1.89
H -3.17 -2.94 3.15
H -2.54 -4.21 2.10
H -4.30 -2.30 -0.24
H -2.65 -0.52 -1.50
H -1.30 -1.20 2.23
*
```



(two)
C16H16ClIrN5O5Se | ωB97M-V with the def2-TZVPD basis set

<S²>: 0.761
E_HOMO (alpha / beta) (eV): -7.79 / -8.09
LUMO energy (alpha / beta) (eV): 0.0 / -1.2
Kohn-Sham gap (alpha / beta) (eV): 7.82 / 6.88

```
! RIJCOSX wB97M-V def2-TZVPD def2/J DEFGRID3
* xyz 0 2
Ir -0.40 0.62 0.25
O 0.67 3.82 2.49
C 0.41 2.98 1.63
N -0.30 1.86 1.77
C -0.78 1.40 3.05
C -1.38 0.02 2.87
C -1.97 -0.64 3.94
C -2.52 -1.89 3.75
C -2.48 -2.47 2.49
C -1.88 -1.76 1.47
N -1.34 -0.55 1.66
C 0.93 3.12 0.21
C 1.62 4.25 -0.18
C 2.15 4.30 -1.46
C 2.00 3.20 -2.30
C 1.30 2.10 -1.84
N 0.76 2.07 -0.62
H -1.53 2.07 3.47
H 0.04 1.35 3.78
H -1.99 -0.16 4.91
H -2.97 -2.42 4.58
H -2.89 -3.44 2.30
H -1.83 -2.15 0.47
H 1.73 5.05 0.53
H 2.69 5.17 -1.80
H 2.43 3.19 -3.29
H 1.16 1.22 -2.45
Cl -2.41 1.55 -0.44
O 3.58 -1.74 0.69
Se 2.00 -1.60 0.59
O 1.67 -1.67 -1.18
O 1.47 -0.08 0.96
O 1.06 -2.75 1.20
C 0.69 -3.60 -3.30
N 0.18 -2.33 -2.84
C -0.64 -1.48 -3.49
C -1.00 -0.46 -2.61
N -0.45 -0.65 -1.42
C 0.31 -1.89 -1.48
H 0.75 -3.60 -4.38
H 0.06 -4.42 -2.97
H 1.70 -3.74 -2.90
H -0.91 -1.61 -4.53
H -1.63 0.40 -2.80
H -0.08 -2.63 -0.77
*
```



Relative energies, eV: (one) 3.347; (two) 0.000.